14
Properties=species:S:1:pos:R:3 method="wB97M-V/def2-TZVPD" fmax_ev_per_a=0.53 homo_lumo_gap_ev=10.10 e_homo_ev=-9.274 de_lowest_kj_mol=322.3 smiles=OCC#C[C@H]1CN1 e_tot_ev=-8832.862
H 1.3691 1.6858 -2.7621
C 0.6694 1.3389 -2.0059
H -0.8965 -2.8133 0.7516
C 0.5231 -0.0053 0.1209
N 0.3977 2.2802 -0.9298
H 2.2001 1.2420 -0.3915
H -0.1386 0.7100 -2.3738
O -1.9991 -1.6081 1.9196
H -0.5597 2.1780 -0.6035
C -0.7251 -1.9775 1.4354
H -0.0767 -2.3455 2.2451
C 1.1550 1.0607 -0.6275
C -0.0390 -0.8937 0.7140
H -1.8797 -0.8522 2.5077



14
Properties=species:S:1:pos:R:3 method="wB97M-V/def2-TZVPD" fmax_ev_per_a=3.68 homo_lumo_gap_ev=10.60 e_homo_ev=-9.852 de_lowest_kj_mol=301.6 smiles="C#CCCNC=O" e_tot_ev=-8833.077
H -1.8956 1.8042 -0.3221
H 2.9724 1.6341 -0.6695
C -1.6243 0.7354 -0.3321
H -1.1679 -1.7189 0.3784
N -1.1177 0.2860 0.8616
C 1.9737 1.2918 -0.5776
H 1.6368 -1.3061 0.0949
H -0.0824 -1.2741 1.7341
H -0.5990 0.9685 1.4042
O -1.8072 0.0145 -1.2907
C -0.4461 -0.9906 0.7439
C 0.7107 -0.8144 -0.2789
H 0.4948 -1.2628 -1.2569
C 0.9519 0.6325 -0.4894



14
Properties=species:S:1:pos:R:3 method="wB97M-V/def2-TZVPD" fmax_ev_per_a=3.90 homo_lumo_gap_ev=9.70 e_homo_ev=-9.146 de_lowest_kj_mol=537.6 e_tot_ev=-8830.631
H -0.4093 1.0814 1.7579
C 0.7934 1.2287 -0.1552
H 1.6703 1.1465 0.7177
C -0.0642 0.5288 0.8823
H 0.4125 1.9938 -0.8800
C 1.2501 -0.1569 -0.4944
H 0.0449 -1.9561 -1.1810
H -2.6658 -0.4789 -0.7761
O -2.0359 0.1873 -0.4813
C 0.1266 -1.0692 -0.5394
H -1.4080 -1.1834 0.9544
C -1.0058 -0.4556 0.2318
H 2.1844 -0.4089 -0.9890
N 1.1069 -0.4575 0.9523



14
Properties=species:S:1:pos:R:3 method="wB97M-V/def2-TZVPD" fmax_ev_per_a=2.98 homo_lumo_gap_ev=11.03 e_homo_ev=-10.188 de_lowest_kj_mol=400.9 e_tot_ev=-8832.048
H -0.6639 -0.7027 1.3825
H 2.9757 0.6277 0.8115
H -2.4069 -0.5685 -1.1216
C -1.9091 -0.0492 -0.2953
O 1.9965 -0.7389 -0.5023
H -1.4344 0.9564 -0.8710
H 1.9611 -0.6775 1.6321
C 2.1295 -0.0627 0.7479
C 0.5434 1.2523 -0.8956
N -0.3627 1.8592 -1.3236
C 0.9596 0.1227 -0.1286
C -0.7258 -0.7295 0.2930
H -0.4454 -1.6885 -0.1400
H -2.6176 0.3993 0.4109



14
Properties=species:S:1:pos:R:3 method="wB97M-V/def2-TZVPD" fmax_ev_per_a=0.55 homo_lumo_gap_ev=7.84 e_homo_ev=-7.472 de_lowest_kj_mol=395.8 smiles="C/C(=C/[O-])C1=C[NH2+]1" e_tot_ev=-8832.101
C -1.5449 0.1460 0.7352
H -1.5920 1.2252 0.5439
C -0.5022 -1.8911 -0.4566
H -1.4699 0.0076 1.8226
H 1.4859 1.6645 0.9094
C 1.9017 0.4411 -0.9296
O 0.3825 -2.5063 -1.0340
H 2.9263 0.1351 -0.7865
C 0.7222 0.1324 -0.3766
H -2.5084 -0.2749 0.4241
H -1.4759 -2.3857 -0.2328
C -0.4210 -0.5114 -0.0230
H 0.8566 2.3181 -0.5302
N 1.2391 1.4995 -0.0658



14
Properties=species:S:1:pos:R:3 method="wB97M-V/def2-TZVPD" fmax_ev_per_a=2.50 homo_lumo_gap_ev=9.76 e_homo_ev=-8.844 de_lowest_kj_mol=420.7 e_tot_ev=-8831.843
H 0.9935 -1.8404 1.5850
C 0.7424 -1.7580 0.5260
N 1.0120 0.7840 0.8618
C -0.3242 0.0308 -1.0991
H -0.5006 2.2666 -0.8181
C -0.9993 1.3018 -0.7437
C -0.3614 0.6611 0.9954
H 1.6127 -2.0324 -0.0738
C 0.3329 -0.3607 0.1989
H 1.3666 1.5591 0.2994
H -2.0229 1.3708 -1.1648
O -0.5151 -0.6880 -2.0546
H -0.0698 -2.4509 0.2875
H -1.2668 1.1560 1.2000